Entry 1:
18
Properties=species:S:1:pos:R:3 method="wB97M-V/def2-TZVPD" charge=+1 e_above_lowest_ev=3.309 e_lumo_ev="-3.65 / -3.65" homo_lumo_gap_ev="8.0 / 8.0"
C -1.809 1.498 -0.105
C -3.178 1.504 0.052
C 0.836 -2.320 0.250
C 2.336 -0.383 -0.176
C 1.220 0.608 -0.119
N -2.220 -0.725 -0.114
N -1.284 0.234 -0.203
N 1.969 -1.713 0.309
N -0.028 -0.092 -0.513
O -0.053 -2.998 0.063
S -3.674 -0.144 0.080
H -1.205 2.355 -0.374
H -3.965 2.171 0.345
H 2.857 -0.305 -1.141
H 3.164 -0.135 0.555
H 1.029 1.097 0.854
H 1.495 1.394 -0.878
H 2.511 -2.046 1.115

=====

Entry 2:
20
Properties=species:S:1:pos:R:3 method="wB97M-V/def2-TZVPD" charge=-1 e_above_lowest_ev=0.272 e_lumo_ev=3.30 homo_lumo_gap_ev=7.7 smiles="NC(=O)N/C=C/CSc1nnn[n-]1"
N 0.049 -2.886 -0.363
C -0.623 -1.948 -1.116
O -0.680 -2.052 -2.302
N -1.229 -1.003 -0.268
C -0.871 0.254 -0.655
C -1.201 1.309 0.154
C -0.740 2.681 -0.132
S 1.171 2.580 -0.320
C 1.494 1.157 0.546
N 1.976 1.014 1.793
N 1.922 -0.286 2.060
N 1.371 -0.918 1.074
N 1.189 -0.052 0.020
H 0.538 -2.496 0.385
H 0.437 -3.691 -0.793
H -1.038 -1.345 0.673
H -0.432 0.262 -1.609
H -1.295 0.996 1.143
H -0.848 3.303 0.780
H -1.190 3.120 -1.071

=====

Entry 3:
14
Properties=species:S:1:pos:R:3 method="wB97M-V/def2-TZVPD" e_above_lowest_ev=3.237 e_lumo_ev=-0.64 homo_lumo_gap_ev=9.4
C 0.223 -1.793 0.820
C -0.080 -0.450 0.242
C -0.809 -0.215 -1.001
N -0.925 1.028 -1.344
C -0.548 1.736 -0.114
O -0.982 2.800 0.215
C 0.315 0.772 0.664
H -0.262 -2.591 0.250
H -0.134 -1.850 1.852
H 1.300 -1.985 0.829
H -1.137 -1.012 -1.665
H 0.849 1.302 -1.467
H 0.912 1.047 1.522
H 1.276 1.210 -0.802

=====

Entry 4:
14
Properties=species:S:1:pos:R:3 method="wB97M-V/def2-TZVPD" e_above_lowest_ev=1.807 e_lumo_ev=0.89 homo_lumo_gap_ev=10.7 smiles="C#CCCNC=O"
C 2.577 1.189 -0.239
C 1.832 0.248 -0.343
C 0.893 -0.875 -0.428
C -0.241 -0.738 0.591
N -1.027 0.462 0.422
C -2.254 0.469 -0.170
O -2.712 -0.423 -0.855
H 3.262 2.006 -0.167
H 1.429 -1.819 -0.264
H 0.449 -0.917 -1.429
H -0.928 -1.582 0.490
H 0.158 -0.735 1.614
H -0.607 1.346 0.670
H -2.830 1.370 0.109

=====

Entry 5:
14
Properties=species:S:1:pos:R:3 method="wB97M-V/def2-TZVPD" e_above_lowest_ev=4.542 e_lumo_ev=0.72 homo_lumo_gap_ev=9.3
O 1.962 -0.215 2.690
C 2.082 0.457 1.454
C 0.835 0.448 0.676
C -0.220 0.487 0.094
C -1.440 0.452 -0.716
C -1.554 -0.793 -2.794
N -1.499 -0.800 -1.484
H 1.204 0.168 3.150
H 2.397 1.503 1.586
H 2.878 -0.053 0.904
H -2.326 0.589 -0.080
H -1.512 -1.858 -3.114
H -1.431 1.248 -1.465
H -1.378 -1.632 -0.902

=====

Entry 6:
14
Properties=species:S:1:pos:R:3 method="wB97M-V/def2-TZVPD" e_above_lowest_ev=4.022 e_lumo_ev=0.10 homo_lumo_gap_ev=7.9
C -1.989 0.619 -0.474
C -0.519 0.363 -0.536
C 0.398 1.365 -0.534
N 1.734 0.558 -0.190
C 1.295 -0.520 0.381
O 1.650 -0.980 1.567
C 0.057 -1.024 -0.285
H -2.560 0.234 -1.327
H -2.141 1.701 -0.398
H -2.407 0.163 0.437
H 2.160 -0.294 2.027
H 2.518 1.075 0.188
H -0.522 -1.696 0.353
H 0.325 -1.563 -1.209

=====

Entry 7:
14
Properties=species:S:1:pos:R:3 method="wB97M-V/def2-TZVPD" e_above_lowest_ev=0.125 e_lumo_ev=0.93 homo_lumo_gap_ev=9.6 smiles="C[C@H]1C=CNC1=O"
C -1.842 0.148 0.212
C -0.444 0.202 -0.404
C 0.578 1.130 0.208
C 1.737 0.476 0.320
N 1.608 -0.857 -0.107
C 0.287 -1.148 -0.399
O -0.170 -2.252 -0.597
H -2.241 1.160 0.335
H -1.841 -0.348 1.188
H -2.519 -0.405 -0.444
H -0.550 0.467 -1.467
H 0.407 2.172 0.448
H 2.702 0.838 0.655
H 2.289 -1.583 0.052

=====

Entry 8:
14
Properties=species:S:1:pos:R:3 method="wB97M-V/def2-TZVPD" e_above_lowest_ev=1.587 e_lumo_ev=0.98 homo_lumo_gap_ev=10.2 smiles="C1=N[C@H]2C[C@H]2CO1"
C 1.636 -0.747 0.498
N 0.757 -1.561 0.091
C -0.413 -1.017 -0.524
C -1.466 -0.356 0.314
C -0.600 0.476 -0.589
C 0.490 1.325 0.025
O 1.644 0.600 0.482
H 2.565 -1.111 0.933
H -0.754 -1.614 -1.366
H -1.271 -0.296 1.381
H -2.509 -0.506 0.052
H -1.058 0.884 -1.485
H 0.115 1.878 0.895
H 0.864 2.046 -0.707

=====

Entry 9:
14
Properties=species:S:1:pos:R:3 method="wB97M-V/def2-TZVPD" e_above_lowest_ev=3.099 e_lumo_ev=0.90 homo_lumo_gap_ev=9.1
C -1.754 -0.961 0.199
C -0.490 -0.262 0.571
C 0.254 0.664 -0.047
N -0.602 1.731 -0.427
C 1.639 0.403 -0.218
C 1.930 -0.823 0.327
O 0.914 -1.483 0.813
H -2.702 -0.688 0.684
H -1.923 -0.989 -0.890
H -1.480 -1.956 0.529
H -0.502 2.560 0.140
H -0.605 1.923 -1.417
H 2.353 1.090 -0.643
H 2.967 -1.207 0.380

=====

Entry 10:
14
Properties=species:S:1:pos:R:3 method="wB97M-V/def2-TZVPD" e_above_lowest_ev=0.826 e_lumo_ev=0.49 homo_lumo_gap_ev=11.0 smiles="C[C@H](C#N)CC=O"
C -0.943 -1.250 0.249
C -0.573 0.237 0.176
C -1.642 0.986 -0.503
N -2.479 1.568 -1.047
C 0.772 0.488 -0.535
C 1.941 0.206 0.383
O 2.069 0.788 1.433
H -1.899 -1.384 0.763
H -0.178 -1.809 0.797
H -1.036 -1.676 -0.755
H -0.485 0.645 1.190
H 0.835 -0.098 -1.459
H 0.863 1.557 -0.758
H 2.699 -0.533 0.057

=====

Entry 11:
14
Properties=species:S:1:pos:R:3 method="wB97M-V/def2-TZVPD" e_above_lowest_ev=1.717 e_lumo_ev=0.54 homo_lumo_gap_ev=9.9 smiles="O=C1C=CCNC1"
O 2.796 0.122 0.008
C 1.582 0.073 -0.101
C 0.755 1.346 -0.289
C -0.590 1.338 -0.013
C -1.421 0.109 0.071
N -0.648 -0.990 -0.452
C 0.727 -1.213 0.055
H 1.251 2.254 -0.381
H -1.225 2.272 0.174
H -1.668 0.024 1.169
H -2.343 0.175 -0.505
H -1.073 -1.937 -0.195
H 0.690 -1.565 1.157
H 1.167 -2.008 -0.700

=====

Entry 12:
14
Properties=species:S:1:pos:R:3 method="wB97M-V/def2-TZVPD" e_above_lowest_ev=4.112 e_lumo_ev=0.72 homo_lumo_gap_ev=9.1
O 0.496 0.196 -1.587
C -0.522 -0.479 -1.012
N -0.062 -1.423 -0.078
C 0.830 -0.894 0.982
C 0.712 0.627 1.099
C -0.521 1.061 0.830
C -1.538 0.771 0.086
H -1.241 -0.864 -1.730
H -0.833 -1.961 0.294
H 1.868 -1.162 0.746
H 0.560 -1.408 1.906
H 1.588 1.243 1.278
H 0.915 0.651 -0.811
H -2.614 0.823 0.309

=====

Entry 13:
14
Properties=species:S:1:pos:R:3 method="wB97M-V/def2-TZVPD" e_above_lowest_ev=2.242 e_lumo_ev=1.00 homo_lumo_gap_ev=10.4 smiles="C[C@]12N[C@H]1CC2=O"
C 0.890 -1.249 -1.200
C 0.285 -0.157 -0.387
N 1.056 1.073 -0.101
C 0.490 0.363 0.987
C -1.071 0.741 1.166
C -1.190 0.093 -0.204
O -2.134 -0.325 -0.818
H 0.386 -2.200 -1.011
H 1.953 -1.351 -0.970
H 0.788 -1.018 -2.263
H 0.572 1.950 -0.283
H 0.930 0.038 1.909
H -1.218 1.819 1.290
H -1.736 0.223 1.886

=====

Entry 14:
14
Properties=species:S:1:pos:R:3 method="wB97M-V/def2-TZVPD" e_above_lowest_ev=4.737 e_lumo_ev="0.55 / 0.55" homo_lumo_gap_ev="8.1 / 8.1"
C -1.650 0.537 0.996
C 1.403 -1.343 -0.691
C 0.454 -0.225 -0.377
C -0.915 -0.501 0.012
C 0.849 2.034 0.270
O -1.978 0.337 -0.348
N 0.852 1.001 -0.383
H -1.183 -1.555 0.061
H -2.292 0.036 1.714
H -1.428 1.563 1.260
H 0.949 3.008 -0.199
H 2.433 -1.027 -0.531
H 1.298 -1.657 -1.731
H 1.208 -2.207 -0.055

=====

Entry 15:
14
Properties=species:S:1:pos:R:3 method="wB97M-V/def2-TZVPD" e_above_lowest_ev=3.250 e_lumo_ev=0.83 homo_lumo_gap_ev=10.6
O 1.872 -0.837 -0.779
C 1.133 -0.322 0.293
C 0.484 1.026 0.289
C -0.953 0.946 -0.103
C -1.211 -0.461 -0.580
C -0.268 -0.844 0.590
N -0.547 0.526 1.255
H 1.789 -0.217 -1.515
H 1.689 -0.155 1.240
H 1.061 1.939 0.390
H -1.535 1.854 -0.243
H -0.986 -0.698 -1.627
H -2.208 -0.833 -0.329
H -0.472 -1.771 1.127

=====

Entry 16:
14
Properties=species:S:1:pos:R:3 method="wB97M-V/def2-TZVPD" e_above_lowest_ev=3.091 e_lumo_ev=0.90 homo_lumo_gap_ev=9.4 smiles=Cc1cocc1N
C 1.814 -0.362 -0.013
C 0.387 0.493 0.527
C -0.296 1.470 1.293
O -1.655 1.428 1.044
C -1.876 0.457 0.139
C -0.691 -0.106 -0.184
N -0.448 -1.132 -1.072
H 2.278 -0.856 0.838
H 2.479 0.345 -0.506
H 1.782 -1.209 -0.769
H -0.149 2.269 2.029
H -2.884 0.248 -0.196
H -0.201 -0.912 -2.012
H -0.416 -2.069 -0.738

=====

Entry 17:
14
Properties=species:S:1:pos:R:3 method="wB97M-V/def2-TZVPD" e_above_lowest_ev=2.325 e_lumo_ev=0.78 homo_lumo_gap_ev=9.5 smiles="CC(=C=N)CC=O"
C -1.295 -1.381 0.051
C -0.464 -0.136 -0.066
C -1.032 1.029 0.103
N -1.537 2.112 0.414
C 0.959 -0.270 -0.529
C 1.928 0.771 -0.036
O 1.628 1.685 0.689
H -2.329 -1.150 0.322
H -0.886 -2.063 0.803
H -1.308 -1.908 -0.910
H -1.016 2.129 1.429
H 1.362 -1.250 -0.243
H 1.017 -0.245 -1.621
H 2.973 0.677 -0.407